# 1
Here is a structure of composition C15H45ClO24P5 at a distorted geometry from OMol25. Energies are from ωB97M-V with the def2-TZVPD basis set.

Each line ends with the Löwdin charge.
Element x y z (Å)
Cl (-1.185, 1.810, -0.887)  0.77
O (-2.510, 2.395, -0.958)  -0.25
O (-1.282, 0.420, -0.536)  -0.64
O (-0.641, 1.951, -2.174)  -0.28
O (-0.317, 2.421, 0.065)  -0.31
C (1.904, 6.951, 1.045)  -0.13
O (0.478, 6.955, 1.048)  -0.23
P (-0.166, 6.381, -0.355)  0.49
O (-0.181, 7.457, -1.377)  -0.25
O (0.802, 5.105, -0.590)  -0.24
C (0.840, 4.339, -1.839)  -0.06
O (-1.670, 5.802, -0.030)  -0.20
C (-1.980, 4.843, 0.922)  -0.14
H (2.166, 7.346, 0.064)  0.09
H (2.378, 6.005, 1.307)  0.08
H (2.298, 7.548, 1.867)  0.08
H (1.780, 3.850, -2.092)  0.10
H (0.679, 5.024, -2.672)  0.09
H (0.032, 3.617, -1.962)  0.04
H (-1.339, 4.872, 1.803)  0.09
H (-1.832, 3.845, 0.511)  0.04
H (-2.997, 4.998, 1.284)  0.10
C (1.945, 1.696, 1.132)  -0.09
O (2.690, 0.694, 0.442)  -0.22
P (2.628, -0.888, 0.909)  0.65
O (2.978, -1.216, 2.335)  -0.24
O (1.129, -1.458, 0.424)  -0.14
C (-0.144, -0.891, 0.739)  -0.11
O (3.571, -1.738, -0.104)  -0.28
C (4.910, -2.008, 0.178)  -0.09
H (2.579, 2.296, 1.785)  0.09
H (1.235, 1.256, 1.832)  0.08
H (1.455, 2.378, 0.438)  0.06
H (-0.913, -0.976, -0.029)  0.06
H (-0.156, 0.153, 1.050)  0.08
H (-0.546, -1.345, 1.645)  0.05
H (5.096, -3.014, 0.554)  0.10
H (5.475, -1.222, 0.680)  0.10
H (5.279, -2.034, -0.847)  0.10
C (-0.260, -4.070, -2.022)  -0.16
O (-1.005, -4.219, -0.833)  -0.20
P (-2.609, -3.806, -0.792)  0.58
O (-3.414, -4.248, -1.954)  -0.26
O (-3.137, -4.391, 0.672)  -0.22
C (-2.534, -3.958, 1.923)  -0.14
O (-2.355, -2.183, -0.486)  -0.23
C (-2.213, -1.173, -1.480)  -0.15
H (0.281, -4.923, -2.432)  0.10
H (0.486, -3.279, -1.937)  -0.19
H (-0.944, -3.748, -2.807)  0.06
H (-3.311, -3.849, 2.680)  0.10
H (-2.062, -2.983, 1.799)  0.00
H (-1.766, -4.699, 2.145)  0.09
H (-2.584, -0.193, -1.183)  0.09
H (-2.821, -1.415, -2.352)  0.11
H (-1.145, -1.028, -1.644)  0.06
C (0.838, 0.292, -2.064)  -0.12
O (1.298, -0.438, -3.164)  -0.17
P (0.578, -1.898, -3.379)  0.66
O (-0.898, -1.938, -3.350)  -0.23
O (1.134, -2.369, -4.874)  -0.18
C (0.705, -3.533, -5.379)  -0.20
O (1.365, -2.862, -2.295)  -0.19
C (2.724, -2.763, -2.197)  -0.09
H (0.253, -0.356, -1.410)  0.05
H (0.055, 0.978, -2.387)  -0.06
H (1.580, 0.766, -1.421)  0.10
H (-0.357, -3.755, -5.477)  0.09
H (1.194, -4.430, -5.000)  0.10
H (0.757, -3.419, -6.462)  0.09
H (3.144, -3.768, -2.207)  0.11
H (3.010, -2.376, -1.219)  0.00
H (3.295, -2.096, -2.843)  0.11
C (-2.955, 0.092, 5.269)  -0.06
O (-1.798, -0.745, 4.837)  -0.23
P (-1.618, -1.237, 3.271)  0.48
O (-2.620, -2.113, 2.730)  -0.25
O (-0.167, -1.923, 3.316)  -0.20
C (1.000, -1.296, 3.743)  -0.12
O (-1.458, 0.136, 2.447)  -0.25
C (-2.403, 0.452, 1.437)  -0.09
H (-2.572, 1.100, 5.428)  0.08
H (-3.449, -0.288, 6.164)  0.08
H (-3.786, 0.077, 4.564)  0.08
H (0.853, -0.228, 3.908)  0.09
H (1.775, -1.509, 3.008)  -0.03
H (1.347, -1.667, 4.707)  0.10
H (-2.798, -0.377, 0.850)  0.10
H (-1.869, 1.024, 0.678)  0.00
H (-3.232, 1.013, 1.868)  0.11

## Properties
Total charge: -1
HOMO level in eV: -5.2
HOMO-LUMO gap in eV: 7.4
LUMO energy in eV: 2.2
ΔE to the lowest compared entry with this formula, charge and spin in kJ/mol: 2349.1
Total energy in Eh: -4570.6573

# 2
Here is a cluster of 2 separate species, C2H2NO2S in total at a distorted geometry from OMol25. Energies are from ωB97M-V with the def2-TZVPD basis set.

Each line ends with the Löwdin charge.
Element x y z (Å)
C (0.528, 1.547, 0.009)  -0.84
C (4.541, -0.383, 0.016)  -0.58
N (-0.325, 0.410, -0.124)  -0.21
O (4.704, -0.276, 1.174)  0.12
O (4.447, -0.730, -1.096)  0.11
S (2.213, 1.276, -0.142)  0.30
H (-1.229, 0.676, 0.323)  0.03
H (0.054, -0.580, -0.442)  0.08

## Properties
Total charge: -1
HOMO level in eV: -2.1
HOMO-LUMO gap in eV: 5.7
LUMO energy in eV: 3.6
ΔE to the lowest compared entry with this formula, charge and spin in kJ/mol: 181.1
Total energy in Eh: -680.8382